No. 1
ORCA calculation (wB97M-V/def2-TZVPD) on 14 unconnected molecules or ions with the total composition C38H112N20O14.

Structure (ORCA input):
```
! RIJCOSX wB97M-V def2-TZVPD def2/J DEFGRID3
* xyz 0 1
C 9.0160 1.4683 -2.3735
C 7.9750 1.8287 -1.3109
C 7.0693 0.6982 -0.8160
O 6.0449 1.2841 -0.0564
C 5.0994 0.3878 0.4895
N 8.7165 2.3882 -0.1508
H 9.4269 0.4586 -2.2730
H 9.8759 2.1311 -2.3136
H 8.5682 1.4815 -3.3691
H 7.3550 2.6212 -1.7307
H 7.6053 -0.0660 -0.2416
H 6.6705 0.1754 -1.6983
H 5.5840 -0.3985 1.0723
H 4.3986 -0.0187 -0.2428
H 4.5198 1.0047 1.1797
H 7.9842 2.7344 0.4678
H 9.1089 1.6149 0.3801
C 3.1337 3.2327 -0.3801
C 3.7852 4.5889 -0.5169
C 5.2763 4.5562 -0.2582
O 5.7099 5.7864 0.3873
C 7.0463 6.0545 0.1583
N 3.5711 5.0816 -1.8919
H 3.7032 2.3957 -0.7884
H 2.1185 3.1802 -0.7706
H 3.0833 3.0082 0.6916
H 3.3203 5.2288 0.2359
H 5.9363 4.3493 -1.1046
H 5.5986 3.7825 0.4482
H 7.2665 7.0715 0.4898
H 7.3385 5.9951 -0.9013
H 7.7329 5.3561 0.6609
H 4.4548 5.2207 -2.3726
H 3.2559 6.0490 -1.9068
C 2.7644 0.2737 5.8137
C 3.9364 0.8292 5.0295
C 3.6367 2.2424 4.5631
O 4.5128 2.6563 3.5457
C 4.1510 3.9636 3.1221
N 5.1403 0.8208 5.8691
H 1.9470 -0.0629 5.1682
H 2.2090 0.8859 6.5319
H 3.0809 -0.6034 6.3846
H 4.2151 0.0998 4.2651
H 3.6335 2.8620 5.4727
H 2.5912 2.3571 4.2360
H 4.2652 4.6548 3.9617
H 3.1858 4.0873 2.6255
H 4.8758 4.3180 2.3892
H 5.8080 1.5383 5.6089
H 4.9131 1.0375 6.8353
C -2.0291 1.8352 -5.2245
C -3.0406 0.9050 -5.8447
C -3.5033 1.4342 -7.1887
O -4.4225 0.5528 -7.8325
C -5.7716 0.8911 -7.5491
N -2.3321 -0.3557 -6.1206
H -1.1591 1.8533 -5.8868
H -1.7259 1.6014 -4.2062
H -2.3334 2.8893 -5.2542
H -3.8328 0.7536 -5.1015
H -2.7120 1.4930 -7.9426
H -3.8532 2.4737 -7.2036
H -6.4863 0.0931 -7.7430
H -5.9984 1.7399 -8.2027
H -5.9224 1.1864 -6.5069
H -2.8483 -0.8849 -6.8183
H -2.3556 -0.9609 -5.3039
C -4.3089 -0.5155 1.4580
C -3.4381 -1.0248 2.6001
C -3.3762 -0.0204 3.7655
O -2.8028 1.1594 3.1874
C -2.8737 2.2508 4.1071
N -4.0592 -2.2843 3.0087
H -5.3689 -0.6198 1.6797
H -4.1033 -1.1964 0.6249
H -4.0132 0.4714 1.1033
H -2.4035 -1.2298 2.2995
H -2.7004 -0.3570 4.5570
H -4.4005 0.1271 4.1158
H -3.7219 2.1590 4.7931
H -2.9929 3.1249 3.4733
H -2.0328 2.2618 4.8074
H -4.1610 -2.9646 2.2611
H -3.3671 -2.7795 3.5716
C 0.6077 0.4880 2.3988
C 0.1920 -0.5559 1.3514
C 0.8465 -0.3168 0.0156
O 0.5620 -1.3174 -0.9421
C -0.5989 -1.0704 -1.7360
N 0.4232 -1.9225 1.8895
H 1.6872 0.3992 2.5698
H 0.1785 0.2977 3.3844
H 0.3439 1.4989 2.0895
H -0.8890 -0.3601 1.2997
H 1.9286 -0.2975 0.1823
H 0.6711 0.6903 -0.3775
H -0.4355 -0.0608 -2.1293
H -1.5320 -1.0387 -1.1703
H -0.6457 -1.7731 -2.5599
H -0.1185 -1.9129 2.7526
H -0.1722 -2.4936 1.2884
C -2.2350 2.5158 -0.7952
C -3.2783 3.3604 -0.0393
C -2.9458 4.8718 0.0047
O -1.6644 5.2188 0.5258
C -1.7171 5.2832 1.9392
N -4.5644 3.1667 -0.6907
H -1.2574 2.9463 -0.5511
H -2.2977 2.6390 -1.8752
H -2.2333 1.5146 -0.3694
H -3.3491 2.9316 0.9637
H -3.7696 5.3993 0.4950
H -2.7954 5.2287 -1.0206
H -1.9127 4.3101 2.3968
H -2.3490 6.0609 2.3751
H -0.7015 5.5274 2.2653
H -4.5400 3.5422 -1.6388
H -5.3229 3.7202 -0.2964
C -8.2097 -4.3900 0.9325
C -6.8099 -4.1892 1.5171
C -5.6803 -4.2173 0.4650
O -4.3954 -4.5468 0.9464
C -3.4385 -4.4689 -0.1260
N -6.8631 -2.9409 2.2898
H -9.0073 -4.3922 1.6758
H -8.1857 -5.4237 0.5695
H -8.4634 -3.6066 0.2187
H -6.6794 -5.1087 2.1074
H -5.7152 -3.2262 -0.0161
H -5.9440 -4.8242 -0.4093
H -3.3726 -3.4273 -0.4437
H -3.6561 -5.1583 -0.9424
H -2.4873 -4.8060 0.2851
H -7.1686 -3.1406 3.2389
H -5.9370 -2.5369 2.5182
C 0.4570 -3.8637 4.5298
O 0.4806 -4.6162 3.5744
N 1.3332 -3.8974 5.5750
N -0.6455 -3.1095 4.9037
H 2.1940 -4.4096 5.4951
H 1.2612 -3.1781 6.2680
H -1.4805 -3.4559 4.4594
H -0.6381 -2.6774 5.8036
C 4.0740 -3.0307 1.7750
O 5.1463 -3.5733 1.4928
N 3.1424 -3.4128 2.7030
N 3.4111 -2.2178 0.9465
H 2.2233 -3.1376 2.3793
H 3.1834 -4.1482 3.3798
H 2.5392 -1.8305 1.2686
H 3.5846 -2.1538 -0.0500
C 3.6263 -2.0476 -3.0262
O 3.9175 -2.2623 -1.8532
N 2.3441 -1.8110 -3.4129
N 4.4968 -2.0266 -4.0704
H 1.5976 -1.7127 -2.7437
H 2.0815 -1.9158 -4.3754
H 5.4637 -2.0200 -3.7842
H 4.2886 -1.6385 -4.9691
C -3.3819 -3.0805 -3.6890
O -2.8589 -1.9490 -3.5264
N -2.6638 -4.2170 -3.6719
N -4.7169 -3.2353 -3.8109
H -1.6778 -4.1641 -3.4550
H -3.1086 -4.9970 -4.1171
H -5.0722 -4.1664 -3.9073
H -5.3141 -2.4107 -3.7595
C 0.9013 -5.0712 -1.6266
O 0.0832 -4.5910 -2.4246
N 1.0127 -6.4269 -1.4394
N 1.5292 -4.3518 -0.6849
H 0.5596 -6.9670 -2.1584
H 1.7520 -6.8905 -0.9457
H 2.0948 -4.8246 -0.0028
H 1.6215 -3.3509 -0.7637
C -5.8662 -0.1629 -2.4171
O -6.4785 -1.1138 -2.9189
N -6.4510 0.9690 -1.9307
N -4.5329 -0.1339 -2.2122
H -5.8699 1.6986 -1.5491
H -7.4438 1.1136 -1.9682
H -4.0888 0.5263 -1.6014
H -3.9774 -0.8979 -2.6098
*
```

Properties
HOMO level in Ha: -0.319
Gap between HOMO and LUMO in hartree: 0.3219
ΔE to the lowest compared entry with this formula, charge and spin in eV: 1.869
LUMO level in eV: 0.09

***

No. 2
ORCA calculation (wB97M-V/def2-TZVPD) on 17 unconnected molecules or ions with the total composition C38H113N19O20.

Structure (ORCA input):
```
! RIJCOSX wB97M-V def2-TZVPD def2/J DEFGRID3
* xyz 0 1
C 18.9747 8.8827 22.6712
C 19.1303 8.9982 21.1549
O 17.8344 9.0951 20.6278
H 19.9285 8.7526 23.1411
H 18.3098 8.1047 23.1366
H 18.6493 9.8735 23.0896
H 19.5129 8.1116 20.6696
H 19.7581 9.9123 20.9771
H 17.7294 8.7065 19.7319
C 13.6795 10.3618 19.1694
C 14.7156 9.4948 19.7547
O 15.3458 10.1423 20.9064
H 13.0838 9.8451 18.4240
H 14.1228 11.2811 18.7640
H 12.8758 10.6543 19.8551
H 15.5470 9.2927 19.1073
H 14.3152 8.5137 20.0175
H 16.2926 9.8875 20.8983
C 16.0664 13.1061 28.4662
C 14.6564 13.1601 29.0177
O 14.0949 14.3574 28.6585
H 16.6957 13.8868 28.8884
H 16.0333 13.1632 27.3999
H 16.5715 12.1751 28.7670
H 14.6210 12.9366 30.0732
H 13.9933 12.3797 28.5956
H 13.1575 14.2893 28.3357
C 14.4023 17.9905 26.4134
C 15.1800 16.8330 26.9545
O 15.2147 16.8347 28.3547
H 14.6471 18.0318 25.3472
H 14.6964 18.8716 27.0077
H 13.3608 17.7859 26.4261
H 16.1825 16.9253 26.4970
H 14.7412 15.8668 26.6116
H 14.8272 15.9899 28.6099
C 22.2819 12.0571 15.3648
C 21.3310 13.2013 15.0076
O 22.1251 14.4097 14.9495
H 21.8137 11.0841 15.2925
H 22.7284 12.1981 16.3512
H 23.0368 12.0788 14.5637
H 20.5074 13.3629 15.7195
H 20.8785 13.0031 14.0206
H 22.2531 14.7614 15.8446
C 21.8033 11.3765 22.5747
C 22.7050 12.4339 23.2736
O 23.8468 12.6402 22.5205
H 20.9774 11.1410 23.2425
H 22.4029 10.4218 22.5781
H 21.5032 11.6497 21.5744
H 23.0005 11.9800 24.2439
H 22.1844 13.3821 23.4186
H 23.6107 12.9900 21.6831
C 21.3359 13.4820 19.5515
O 22.5971 13.2195 19.7098
N 20.6338 13.1445 18.4933
N 20.6938 14.2074 20.4575
H 19.6686 13.4036 18.3300
H 21.1194 12.4825 17.8895
H 21.2049 14.4286 21.2929
H 19.7175 14.1674 20.5362
C 16.1314 15.6456 16.7040
O 15.1196 15.1020 17.1384
N 16.7327 15.2999 15.5246
N 16.7521 16.7355 17.3906
H 17.4934 15.8440 15.1908
H 16.3005 14.5195 15.0469
H 17.7040 16.6148 17.0739
H 16.6361 16.7424 18.3713
C 13.4822 10.5699 24.0302
O 13.0104 11.0753 25.0451
N 14.7156 10.0055 23.9508
N 12.8843 10.6189 22.8337
H 15.3418 9.9803 24.7302
H 15.1727 10.0028 23.0689
H 12.0011 11.1453 22.8512
H 13.2703 10.0045 22.1645
C 11.7520 14.7448 25.9529
O 11.8187 14.7584 27.2055
N 11.0942 15.7109 25.2094
N 12.2497 13.8500 25.1281
H 10.4650 16.3478 25.7083
H 10.7140 15.5503 24.2770
H 11.8829 13.9036 24.1781
H 12.6893 12.9747 25.4660
C 16.3929 17.2549 21.1294
O 17.2911 16.9494 20.3518
N 16.4926 17.1435 22.4840
N 15.2899 17.8371 20.7385
H 15.6164 17.1850 23.0097
H 17.1554 16.4328 22.8668
H 15.0909 17.8553 19.7443
H 14.4658 17.7868 21.3537
C 21.7535 9.2691 17.5971
O 21.6205 8.5249 16.6488
N 22.8228 10.1136 17.8072
N 20.8750 9.4898 18.5945
H 22.9401 10.5211 18.7234
H 23.6165 10.0391 17.2074
H 20.0427 8.9423 18.6513
H 21.1742 10.0651 19.3886
C 18.0147 8.0737 16.9475
O 18.2625 8.1807 18.1542
N 16.7575 7.9073 16.4787
N 18.9278 7.9958 15.9842
H 15.9945 8.0565 17.0785
H 16.5172 7.7923 15.5292
H 18.7046 8.0075 14.9775
H 19.9089 8.1079 16.1779
C 20.2186 16.4055 22.7493
O 19.3629 15.5907 23.0672
N 19.9840 17.2851 21.7225
N 21.4531 16.6371 23.3643
H 19.0508 17.4076 21.3938
H 20.6828 17.9746 21.5288
H 21.8620 17.4355 22.9384
H 21.8858 16.2496 24.1743
C 9.5475 11.5818 27.3318
O 9.1060 11.9827 26.0117
C 9.0852 10.9801 25.0794
C 8.7440 11.6577 23.8055
N 9.9672 12.2204 23.2775
C 9.6378 13.1092 22.1536
C 10.8394 13.5867 21.3107
O 11.6176 14.4033 22.1331
C 12.7867 14.8882 21.5212
H 8.7127 11.0149 27.7723
H 9.8286 12.5318 27.8451
H 10.4372 10.9719 27.3732
H 8.4033 10.2174 25.4187
H 10.1015 10.5415 24.9586
H 8.0519 12.4704 23.9869
H 8.3278 10.9453 23.0808
H 10.2873 12.6458 24.1319
H 8.9861 14.0081 22.3505
H 8.9828 12.5792 21.4943
H 10.6347 14.0032 20.3274
H 11.4778 12.7697 21.0677
H 13.4471 15.1207 22.3682
H 12.5954 15.7195 20.8639
H 13.2251 14.0365 20.9420
C 14.8411 10.9193 15.4813
O 15.1122 9.9099 14.5475
C 16.3337 10.0976 13.8864
C 16.2351 9.2908 12.6145
N 15.7012 8.0062 12.9073
C 15.4392 7.1217 11.7441
C 14.3196 7.6442 10.8342
O 13.1657 7.7438 11.6536
C 12.0896 8.3316 10.9628
H 15.5957 10.9251 16.2650
H 13.8881 10.6208 15.9469
H 14.7000 11.9098 15.0102
H 17.1744 9.7920 14.5452
H 16.4652 11.2073 13.7507
H 17.2155 9.2755 12.1435
H 15.5839 9.8969 11.9702
H 14.8692 8.0402 13.4626
H 15.0506 6.1659 12.2108
H 16.3450 6.9252 11.1251
H 14.2132 6.9258 10.0010
H 14.5270 8.5730 10.3255
H 12.3937 9.2913 10.5310
H 11.3122 8.5248 11.7127
H 11.5725 7.7068 10.2111
C 18.1583 11.7210 17.3335
O 17.7409 12.8295 18.1028
C 16.9141 12.3220 19.2294
C 16.6522 13.4098 20.2556
N 17.7757 13.6248 21.0620
C 18.0187 12.5684 22.0221
C 16.9259 12.4022 23.0109
O 16.7631 13.6677 23.6227
C 15.6870 13.6625 24.5722
H 17.2451 11.2598 17.0272
H 18.8439 11.0758 17.8913
H 18.5916 12.0190 16.3730
H 17.3634 11.3933 19.6228
H 16.0061 12.0564 18.6684
H 15.6804 13.2294 20.7727
H 16.4940 14.3988 19.7255
H 17.6920 14.5106 21.5821
H 18.9427 12.8902 22.5381
H 18.1927 11.6547 21.5046
H 17.3077 11.7183 23.8119
H 15.9737 11.9931 22.6694
H 15.8446 12.9475 25.4086
H 14.7405 13.4056 24.1480
H 15.7383 14.6668 25.0029
*
```

Properties
HOMO level in Ha: -0.328
Gap between HOMO and LUMO in hartree: 0.3372
LUMO level in eV: 0.26

***

No. 3
ORCA calculation (wB97M-V/def2-TZVPD) on a molecular structure, C38H25Br2N8O3Sm.

Structure (ORCA input):
```
! RIJCOSX wB97M-V def2-TZVPD def2/J DEFGRID3
* xyz 0 6
Sm 1.1536 0.9948 0.1506
O 2.8545 -0.0309 -3.8891
C 2.2396 0.3011 -2.8799
N 2.6809 0.5115 -1.6230
C 4.0748 0.4993 -1.3256
C 5.0850 0.1825 -2.2409
C 6.4217 0.2370 -1.8783
C 6.7825 0.6164 -0.5969
C 5.7969 0.9187 0.3267
C 4.4459 0.8546 -0.0112
N 3.4241 1.2187 0.9097
C 3.6386 1.0027 2.2220
O 4.5353 0.3747 2.7868
C 2.5905 1.6317 3.1187
C 2.8863 1.8622 4.4542
C 1.9134 2.4210 5.2622
C 0.6717 2.7150 4.7154
C 0.4566 2.4435 3.3770
N 1.3992 1.9174 2.5899
C 0.7384 0.5060 -3.0654
C 0.1389 -0.0427 -4.1926
C -1.2041 0.2013 -4.4140
C -1.8985 1.0036 -3.5167
C -1.2306 1.4943 -2.4139
N 0.0614 1.2429 -2.1814
H 4.8130 -0.1014 -3.2421
H 7.1779 -0.0137 -2.6112
H 7.8243 0.6736 -0.3089
H 6.0703 1.2018 1.3305
H 3.8663 1.5906 4.8178
H 2.1158 2.6234 6.3061
H -0.1208 3.1456 5.3109
H -0.4897 2.6495 2.8956
H 0.7541 -0.6195 -4.8671
H -1.7074 -0.2091 -5.2803
H -2.9414 1.2384 -3.6673
H -1.7351 2.1082 -1.6770
Br -5.0610 0.0657 -5.6332
C -5.3829 -0.4005 -3.8273
C -5.4872 0.6028 -2.8758
C -5.6793 0.2647 -1.5467
C -5.8012 -1.0710 -1.1814
C -5.7585 -2.0601 -2.1535
C -5.5171 -1.7333 -3.4785
N -6.1790 -1.4620 0.1511
N -5.5643 -1.0568 1.1455
C -4.3255 -0.3443 1.0154
C -4.2019 0.8372 1.6971
C -3.0403 1.6190 1.6216
C -1.9242 1.1825 0.9277
O -0.8326 1.8906 0.7980
C -1.9933 -0.1365 0.3483
N -0.8318 -0.6375 -0.1620
C -0.8391 -1.8137 -0.7379
C -1.9903 -2.6154 -0.8130
C -3.1486 -2.1599 -0.2545
C -3.1928 -0.8783 0.3433
H -5.4200 1.6417 -3.1696
H -5.7593 1.0421 -0.7999
H -5.9111 -3.0917 -1.8622
H -5.4566 -2.5036 -4.2341
H -5.0532 1.1849 2.2705
H -2.9984 2.5853 2.1071
H 0.1070 -2.1698 -1.1341
H -1.9356 -3.5896 -1.2779
H -4.0295 -2.7872 -0.2515
Br 5.2130 -3.1036 1.5368
C 3.5605 -2.4107 2.0907
C 3.1472 -2.4880 3.4090
C 1.9233 -1.9350 3.7489
C 1.1753 -1.3048 2.7713
N 1.5708 -1.2335 1.4969
C 2.7385 -1.7927 1.1686
H 3.7766 -2.9559 4.1533
H 1.5633 -1.9680 4.7675
H 0.2249 -0.8388 3.0088
H 3.0303 -1.7389 0.1246
*
```

Properties
HOMO level (alpha / beta) in Ha: -0.264 / -0.263
Gap between HOMO and LUMO (alpha / beta) in hartree: 0.2429 / 0.2431
ΔE to the lowest compared entry with this formula, charge and spin in eV: 0.000
LUMO level (alpha / beta) in eV: -0.56 / -0.55
⟨S²⟩: 8.758

***

Number 1: largest force on an atom 3.372 eV Å⁻¹. Number 2: largest force on an atom 4.359 eV Å⁻¹. Number 3: largest force on an atom 0.434 eV Å⁻¹.